The following is a quantum chemistry calculation of 5 unconnected molecules or ions with the total composition C18H33N4O19S4 at a distorted geometry, from the OMol25 dataset.

Last columns: bonded neighbours and bond lengths (Å).
Atoms and positions in Å:
1 C 0.1067 0.4954 4.3603  C2 1.624, H18 1.170, H19 1.143, H20 1.160
2 C 0.6172 1.0480 2.9215  C1 1.624, C3 1.598, N4 1.339
3 C 0.4601 2.6168 2.6603  C2 1.598, H21 1.153, H22 1.164, H23 1.169
4 N 1.1642 0.1485 2.0939  C2 1.339, N5 1.400
5 N 0.5485 0.1146 0.8365  N4 1.400, C6 1.530, C13 1.526, H24 1.036
6 C 1.6808 0.2027 -0.1892  N5 1.530, C7 1.604, H25 1.149, H26 1.148
7 C 1.1740 0.1540 -1.7104  C6 1.604, O8 1.480, N11 1.487, H27 1.162
8 O 0.7459 1.5054 -2.1367  C7 1.480, C9 1.436
9 C 1.9449 2.2413 -2.4244  O8 1.436, N10 1.217
10 N 3.0571 2.7351 -2.4466  C9 1.217
11 N 0.1756 -0.9087 -2.0036  C7 1.487, C12 1.498, H28 1.044
12 C -0.8183 -1.0719 -0.8950  N11 1.498, C13 1.619, H29 1.161, H30 1.161
13 C -0.1199 -1.2281 0.5575  N5 1.526, C12 1.619, C14 1.607, H31 1.151
14 C -1.1837 -1.5354 1.7219  C13 1.607, C15 1.601, H32 1.151, H33 1.158
15 C -2.2892 -2.6314 1.3461  C14 1.601, O16 1.269, O17 1.438
16 O -1.9097 -3.8086 1.0641  C15 1.269
17 O -3.7042 -2.3868 1.2754  C15 1.438, H34 0.994
18 H 0.8014 -0.4156 4.5978  C1 1.170
19 H -1.0035 0.2251 4.3699  C1 1.143
20 H 0.3932 1.2933 5.1517  C1 1.160
21 H 0.9382 2.9845 1.6775  C3 1.153
22 H -0.6794 2.8177 2.5360  C3 1.164
23 H 0.7727 3.2687 3.5785  C3 1.169
24 H -0.1920 0.8241 0.6861  N5 1.036
25 H 2.3591 -0.7104 -0.0290  C6 1.149
26 H 2.2735 1.1463 0.0860  C6 1.148
27 H 2.1023 -0.0957 -2.3626  C7 1.162
28 H -0.3183 -0.7254 -2.9047  N11 1.044
29 H -1.4621 -1.9999 -1.1628  C12 1.161
30 H -1.5300 -0.1558 -0.9508  C12 1.161
31 H 0.6831 -2.0524 0.5852  C13 1.151
32 H -1.7455 -0.6012 2.0928  C14 1.151
33 H -0.5867 -1.9652 2.6163  C14 1.158
34 H -3.7828 -1.5609 0.7273  O17 0.994
35 C 0.2032 -1.1565 -7.5298  C36 1.521, O41 1.428, H42 1.094, H43 1.091
36 C 1.4437 -1.3318 -6.6680  C35 1.521, O37 1.428, H44 1.090, H45 1.094
37 O 0.9588 -1.8191 -5.4161  C36 1.428, S38 1.625
38 S -0.3606 -2.7309 -5.6769  O37 1.625, O39 1.432, O40 1.435, O41 1.625
39 O 0.0421 -4.1050 -5.7011  S38 1.432
40 O -1.4207 -2.2422 -4.8416  S38 1.435
41 O -0.6442 -2.2592 -7.2054  C35 1.428, S38 1.625
42 H -0.3269 -0.2341 -7.2764  C35 1.094
43 H 0.4387 -1.1578 -8.5948  C35 1.091
44 H 1.9917 -0.3991 -6.5325  C36 1.090
45 H 2.1127 -2.0882 -7.0886  C36 1.094
46 C 1.0889 7.0493 5.8708  C47 1.521, O52 1.429, H53 1.094, H54 1.091
47 C 1.3852 6.8465 7.3488  C46 1.521, O48 1.428, H55 1.090, H56 1.094
48 O 0.9832 5.5042 7.6262  C47 1.428, S49 1.622
49 S 1.2241 4.5950 6.3048  O48 1.622, O50 1.433, O51 1.435, O52 1.623
50 O 2.4785 3.9171 6.4478  S49 1.433
51 O 0.0013 3.9126 5.9927  S49 1.435
52 O 1.4229 5.8086 5.2454  C46 1.429, S49 1.623
53 H 0.0250 7.2397 5.7037  C46 1.094
54 H 1.6743 7.8629 5.4405  C46 1.091
55 H 0.8435 7.5494 7.9819  C47 1.090
56 H 2.4572 6.9267 7.5514  C47 1.094
57 C 2.7764 -4.0020 5.2022  C58 1.522, O63 1.429, H64 1.094, H65 1.091
58 C 2.8520 -4.1820 6.7111  C57 1.522, O59 1.428, H66 1.090, H67 1.094
59 O 3.3566 -2.9415 7.2074  C58 1.428, S60 1.622
60 S 2.8371 -1.7376 6.2518  O59 1.622, O61 1.434, O62 1.432, O63 1.624
61 O 1.6771 -1.1506 6.8577  S60 1.434
62 O 3.9709 -0.9690 5.8356  S60 1.432
63 O 2.3461 -2.6537 5.0034  C57 1.429, S60 1.624
64 H 3.7614 -4.1167 4.7411  C57 1.094
65 H 2.0760 -4.6980 4.7383  C57 1.091
66 H 3.5048 -5.0061 6.9994  C58 1.090
67 H 1.8580 -4.3385 7.1406  C58 1.094
68 C -5.0255 -2.0591 -8.8305  C69 1.521, O74 1.428, H75 1.094, H76 1.091
69 C -4.5713 -1.4938 -7.4935  C68 1.521, O70 1.427, H77 1.090, H78 1.094
70 O -3.6069 -0.4942 -7.8202  C69 1.427, S71 1.626
71 S -4.0085 0.1823 -9.2429  O70 1.626, O72 1.433, O73 1.433, O74 1.623
72 O -4.7190 1.3980 -8.9763  S71 1.433
73 O -2.8711 0.1183 -10.1115  S71 1.433
74 O -5.0834 -0.9389 -9.7139  C68 1.428, S71 1.623
75 H -4.2945 -2.7690 -9.2277  C68 1.094
76 H -6.0009 -2.5429 -8.7639  C68 1.091
77 H -4.1324 -2.2553 -6.8481  C69 1.090
78 H -5.3989 -1.0061 -6.9698  C69 1.094

Its charge is +1. The value obtained for the calculated total energy is -107388.3871 eV. As for the HOMO energy: -12.779 eV. The orbital gap is 0.3286 Eh. As for the multiplicity: 1.

---

The following is a quantum chemistry calculation of 4 unconnected molecules or ions with the total composition C18H33NO13S2, from the OMol25 dataset.

Last columns: bonded neighbours and bond lengths (Å).
Atoms and positions in Å:
1 O -2.8541 -4.7375 -0.5151  C2 1.197
2 C -1.7613 -4.3668 -0.8337  O1 1.197, O3 1.343, O4 1.336
3 O -1.0590 -4.8809 -1.8566  C2 1.343, H17 0.966
4 O -1.0381 -3.4278 -0.2178  C2 1.336, C5 1.445
5 C -1.6801 -2.1417 -0.0663  O4 1.445, C6 1.516, H18 1.090, H19 1.090
6 C -1.0633 -1.1348 -1.0163  C5 1.516, C7 1.536, H20 1.094, H21 1.092
7 C 0.2737 -0.5587 -0.5252  C6 1.536, S8 1.804, H22 1.091, H23 1.087
8 S -0.0576 0.9912 0.3361  C7 1.804, C9 1.749
9 C 1.3070 2.0364 0.0140  S8 1.749, S10 1.647, N11 1.376
10 S 2.4784 1.6547 -1.0797  C9 1.647
11 N 1.3229 3.1983 0.7511  C9 1.376, C12 1.474, C16 1.461
12 C 1.5722 4.4377 -0.0063  N11 1.474, C13 1.538, H24 1.093, H25 1.086
13 C 0.2752 5.2624 -0.0622  C12 1.538, O14 1.415, H26 1.098, H27 1.089
14 O -0.8423 4.3941 -0.0494  C13 1.415, C15 1.416
15 C -1.0092 3.9250 1.2764  O14 1.416, C16 1.545, H28 1.097, H29 1.087
16 C 0.3429 3.4063 1.8144  N11 1.461, C15 1.545, H30 1.092, H31 1.088
17 H -1.6463 -5.5039 -2.3039  O3 0.966
18 H -1.5315 -1.8479 0.9732  C5 1.090
19 H -2.7521 -2.2554 -0.2279  C5 1.090
20 H -1.7890 -0.3272 -1.1468  C6 1.094
21 H -0.9126 -1.5917 -1.9963  C6 1.092
22 H 0.7321 -1.2410 0.1920  C7 1.091
23 H 0.9665 -0.3803 -1.3441  C7 1.087
24 H 2.3684 5.0262 0.4578  C12 1.093
25 H 1.9043 4.1561 -1.0011  C12 1.086
26 H 0.2083 5.9402 0.7992  C13 1.098
27 H 0.2488 5.8638 -0.9695  C13 1.089
28 H -1.3802 4.7355 1.9167  C15 1.097
29 H -1.7395 3.1203 1.2470  C15 1.087
30 H 0.7802 4.1352 2.5005  C16 1.092
31 H 0.2119 2.4881 2.3836  C16 1.088
32 C -6.8669 -0.4927 2.1283  O33 1.433, H38 1.085, H39 1.088, H40 1.088
33 O -6.8201 0.6299 1.2392  C32 1.433, C34 1.330
34 C -5.5912 1.0467 0.9460  O33 1.330, O35 1.206, O36 1.333
35 O -4.5658 0.5667 1.3613  C34 1.206
36 O -5.6815 2.0805 0.1094  C34 1.333, C37 1.431
37 C -4.4127 2.6224 -0.2703  O36 1.431, H41 1.089, H42 1.088, H43 1.085
38 H -7.9213 -0.7088 2.2676  C32 1.085
39 H -6.3598 -1.3494 1.6888  C32 1.088
40 H -6.4019 -0.2446 3.0804  C32 1.088
41 H -3.8043 1.8616 -0.7566  C37 1.089
42 H -3.8844 3.0047 0.6000  C37 1.088
43 H -4.6194 3.4283 -0.9671  C37 1.085
44 C 4.3218 0.2738 -3.8885  O45 1.434, H50 1.086, H51 1.088, H52 1.089
45 O 4.1439 -0.8045 -4.8162  C44 1.434, C46 1.332
46 C 3.1882 -1.6635 -4.4659  O45 1.332, O47 1.205, O48 1.334
47 O 2.4884 -1.5842 -3.4887  C46 1.205
48 O 3.1313 -2.6291 -5.3846  C46 1.334, C49 1.431
49 C 2.1371 -3.6255 -5.1242  O48 1.431, H53 1.089, H54 1.088, H55 1.086
50 H 5.1049 0.9014 -4.3024  C44 1.086
51 H 3.3987 0.8407 -3.7858  C44 1.088
52 H 4.6191 -0.1075 -2.9133  C44 1.089
53 H 1.1450 -3.1785 -5.0988  C49 1.089
54 H 2.3327 -4.1230 -4.1762  C49 1.088
55 H 2.2118 -4.3325 -5.9448  C49 1.086
56 C 3.0847 -4.1386 4.1709  O57 1.431, H62 1.086, H63 1.088, H64 1.088
57 O 2.8045 -3.1577 3.1673  C56 1.431, C58 1.333
58 C 3.0771 -1.9049 3.5323  O57 1.333, O59 1.204, O60 1.331
59 O 3.5201 -1.5628 4.5987  C58 1.204
60 O 2.7723 -1.0989 2.5175  C58 1.331, C61 1.431
61 C 3.0095 0.2901 2.7686  O60 1.431, H65 1.088, H66 1.089, H67 1.085
62 H 2.8138 -5.0923 3.7289  C56 1.086
63 H 4.1415 -4.1283 4.4309  C56 1.088
64 H 2.4904 -3.9529 5.0636  C56 1.088
65 H 4.0615 0.4765 2.9765  C61 1.088
66 H 2.4081 0.6318 3.6102  C61 1.089
67 H 2.7165 0.8051 1.8595  C61 1.085

The value obtained for the calculated total energy is -68979.0496 eV. As for the HOMO energy: -8.408 eV. The orbital gap is 0.3258 Eh. As for the multiplicity: 1.